No. 1
{
  "formula": "C16H10Br2CuFNOS3Sb",
  "method": "wB97M-V/def2-TZVPD",
  "species": ["Cu", "Br", "C", "C", "C", "Br", "C", "C", "C", "C", "N", "C", "C", "O", "H", "H", "H", "H", "S", "Sb", "S", "S", "F", "C", "C", "C", "C", "C", "C", "C", "H", "H", "H", "H", "H", "H"],
  "xyz": [[1.05188, 0.26055, -0.72962], [-1.70121, -3.69305, -1.44710], [-0.61436, -3.18708, 0.02673], [-0.56112, -3.98328, 1.15144], [0.19714, -3.59164, 2.23374], [0.20886, -4.72477, 3.77178], [0.93796, -2.39822, 2.24055], [1.70626, -1.87937, 3.29667], [2.40607, -0.70523, 3.09819], [2.34314, -0.03572, 1.88796], [1.56969, -0.47857, 0.89795], [0.88089, -1.62969, 1.05697], [0.08429, -1.97046, -0.07082], [0.04080, -1.19172, -1.06564], [-1.13030, -4.89961, 1.18825], [1.74630, -2.39278, 4.24786], [3.00240, -0.28031, 3.88939], [2.89418, 0.88299, 1.72149], [3.89632, 3.26469, 1.16865], [2.51207, 2.94114, -0.63416], [0.46188, 2.07266, 0.41896], [3.09708, 0.67179, -1.41705], [-4.50394, 3.17133, -0.73317], [-3.35470, 2.64185, -1.25695], [-3.30908, 1.28650, -1.52649], [-2.13690, 0.74908, -2.02144], [-1.00986, 1.54633, -2.22377], [0.29953, 0.94365, -2.51317], [-1.12025, 2.92316, -2.00606], [-2.28880, 3.47897, -1.52133], [-4.17055, 0.66480, -1.32441], [-2.05967, -0.31219, -2.20244], [1.00641, 1.67747, -2.90061], [0.25279, 0.07780, -3.17812], [-0.26970, 3.56153, -2.20288], [-2.36550, 4.53741, -1.32137]],
  "forces_ev_per_a": [[0.40, 2.74, -1.99], [0.00, -0.05, 0.04], [0.02, 0.53, -0.54], [0.27, -0.05, 0.75], [-0.43, -0.63, 0.01], [0.00, -0.03, 0.06], [-0.05, 0.13, -0.23], [0.37, 0.49, -0.05], [-0.28, -0.83, 0.54], [-0.44, 0.18, -1.17], [0.78, -0.79, 1.88], [0.46, 0.10, 0.74], [-0.87, -1.27, -0.16], [-1.70, -2.46, -0.65], [0.00, -0.07, 0.02], [0.00, -0.05, -0.03], [0.10, 0.04, 0.09], [-0.01, 0.13, -0.13], [0.44, 0.23, 0.39], [-0.16, -0.11, -0.05], [-0.34, 1.36, 0.66], [1.36, 0.28, -0.65], [0.05, -0.01, -0.06], [0.07, -0.04, -0.13], [-0.28, 0.19, 0.14], [0.20, 0.10, -0.09], [-0.12, -0.18, 0.04], [0.46, 0.55, 0.00], [-0.08, -0.06, -0.12], [-0.36, -0.01, -0.11], [-0.06, 0.01, 0.01], [0.01, -0.13, 0.06], [-0.04, -0.18, 0.08], [0.18, -0.10, 0.47], [0.07, -0.03, 0.10], [-0.02, 0.06, 0.06]],
  "charge": -2,
  "e_tot_ha": -9068.976791,
  "homo_lumo_gap_ev": 4.58,
  "relative_energy_kj_mol": 0.0,
  "lumo_energy_ev": 3.89,
  "spin_multiplicity": 1
}

=====

No. 2
{
  "formula": "C16H10BrF5NdO",
  "method": "wB97M-V/def2-TZVPD",
  "species": ["C", "C", "C", "H", "C", "C", "H", "H", "H", "H", "Nd", "Br", "C", "C", "C", "H", "C", "C", "H", "H", "H", "H", "F", "C", "C", "F", "C", "F", "C", "O", "C", "F", "C", "F"],
  "xyz": [[1.62931, -0.04604, 1.99424], [1.32674, 1.34423, 1.82700], [0.00408, 1.56593, 2.31927], [2.01503, 2.11355, 1.47840], [-0.51341, 0.32125, 2.78727], [0.49165, -0.67457, 2.59323], [0.43489, -1.71497, 2.90587], [2.57005, -0.52705, 1.73545], [-0.46761, 2.54246, 2.43372], [-1.47584, 0.17775, 3.28005], [-0.14335, 0.02235, 0.12997], [1.63792, -1.28194, -1.40674], [0.96966, -4.76597, -2.11181], [0.91165, -5.38902, -0.83032], [2.19822, -5.26126, -0.21936], [0.04729, -5.88960, -0.40142], [3.04786, -4.55977, -1.12448], [2.29414, -4.26488, -2.30273], [2.66258, -3.75100, -3.18309], [0.15758, -4.68951, -2.82921], [2.48603, -5.64654, 0.75600], [4.08898, -4.29796, -0.95921], [-4.30725, 5.45136, -0.70982], [-3.26050, 4.60805, -0.70308], [-3.46077, 3.28022, -0.30396], [-4.66474, 2.88154, 0.16579], [-2.40872, 2.40628, -0.40097], [-2.55044, 1.05772, 0.01850], [-1.13236, 2.81434, -0.85474], [-0.13322, 1.96266, -0.93594], [-0.93420, 4.17979, -1.15755], [0.32131, 4.61303, -1.41884], [-2.00019, 5.05926, -1.11365], [-1.84238, 6.35832, -1.45784]],
  "forces_ev_per_a": [[-0.24, 0.48, 0.78], [-0.17, -0.46, 0.82], [0.44, -0.27, 0.40], [-0.31, -0.32, -0.10], [0.61, 0.21, 0.06], [0.33, 0.64, 0.17], [-0.03, 0.21, -0.27], [-0.36, 0.07, -0.02], [0.02, -0.36, -0.25], [0.28, 0.01, -0.27], [0.10, -1.06, -1.26], [-0.25, 0.46, 0.23], [0.86, -0.05, 0.38], [0.63, 0.47, -0.22], [-0.22, 0.37, -0.71], [0.09, 0.05, -0.04], [-0.88, -0.30, -0.38], [-0.35, -0.79, 0.90], [-0.05, 0.02, 0.07], [0.05, -0.04, 0.08], [-0.06, 0.06, -0.12], [-0.10, -0.05, 0.01], [0.16, -0.04, 0.08], [-0.08, -0.18, 0.01], [-0.56, 0.45, 0.07], [0.68, 0.27, -0.38], [0.61, -0.52, 0.06], [0.08, 1.53, -0.60], [0.70, -0.57, 0.16], [-0.73, 0.62, -0.07], [0.10, -0.16, 0.18], [-0.97, -0.24, -0.04], [-0.26, 0.27, 0.00], [-0.12, -0.80, 0.26]],
  "charge": -1,
  "e_tot_ha": -4325.722036,
  "homo_lumo_gap_ev": [3.92, 3.95],
  "lumo_energy_ev": [1.54, 1.56],
  "spin_multiplicity": 4,
  "s2": 3.755
}

=====

Maximum force? In order: 3.4, 1.6 eV Å⁻¹.